[1]
DFT (the ωB97M-V functional and the def2-TZVPD basis) results for the molecule C9H10OS at a distorted geometry.

The geometry in XYZ format:
```
21
Properties=species:S:1:pos:R:3:forces:R:3
C -2.7151 -1.1848 0.1458 0.8 0.3 0.2
C -2.9464 -0.1334 -0.7833 -2.6 -0.7 -1.0
C -1.4740 -1.3645 0.5812 -0.1 2.0 -1.9
C -2.0832 0.7924 -1.1506 0.9 1.1 0.7
C -0.3721 -0.5402 0.1040 -0.1 -0.6 0.3
C -0.8038 0.7160 -0.4874 3.3 1.8 -0.2
C 0.9300 -0.8795 0.1359 1.0 -1.6 1.4
C 0.1206 1.7489 -0.4942 -1.3 -1.7 0.5
C 3.1613 0.3982 1.0380 -0.8 0.2 -0.2
O 3.1403 -1.0630 -1.1539 2.2 -3.0 -1.8
S 2.3167 -0.0336 -0.6330 -0.9 1.9 2.3
H -3.4709 -1.8489 0.5552 -0.3 0.4 -0.4
H -3.9309 -0.1838 -1.1917 -0.7 0.5 -0.5
H -1.4761 -2.0901 1.2508 1.5 -3.3 3.1
H -2.3086 1.7010 -1.7235 -0.1 -0.7 0.0
H 1.3431 -1.8322 0.6766 -1.0 1.7 -1.2
H -0.2430 2.5586 -1.0627 0.3 1.4 -0.5
H 1.1316 1.7606 -0.0148 -1.7 0.3 -0.3
H 2.5491 -0.0475 1.7949 0.1 -1.1 0.5
H 4.2473 0.1053 1.1321 -1.4 0.5 -0.6
H 2.8841 1.4206 1.2807 0.9 0.6 -0.4
```
Forces are in eV/Å.

As for the energy: -822.2138 hartree. For the frontier orbital gap (alpha / beta), the calculation gives 7.654 / 7.654 eV. Its HOMO energy (alpha / beta) is -8.194 / -8.195 eV. As for the relative energy (zero: lowest compared OMol25 entry of this formula, charge and spin): 290.26 kJ/mol.


[2]
DFT (the ωB97M-V functional and the def2-TZVPD basis) results for the molecule C9H10Se at a distorted geometry.

The geometry in XYZ format:
```
20
Properties=species:S:1:pos:R:3:forces:R:3
C 0.8225 2.5211 0.5065 1.9 4.9 0.3
C 1.7284 2.1969 1.5512 -0.7 -0.3 -1.2
C -0.1735 1.7310 0.1038 -0.9 -2.5 -1.0
C 1.5954 0.8893 1.9926 2.5 1.2 2.3
C -0.2493 0.4503 0.6258 -3.1 -1.4 -0.3
C 0.5985 0.0344 1.6246 -0.4 -2.1 0.0
C -1.4542 -0.5074 0.2179 1.0 0.4 3.2
C -0.9002 -1.7005 -0.4520 -0.9 -1.4 1.1
C 0.1594 -1.6870 -1.4207 -0.4 -2.0 -0.2
Se 0.3836 -1.7614 2.4387 0.6 1.5 -0.4
H 0.8305 3.5651 0.0093 0.4 -1.7 1.0
H 2.5252 2.8611 1.9725 -1.0 -0.6 -0.7
H -0.8514 1.9209 -0.7222 0.1 0.6 0.2
H 2.3377 0.6246 2.7597 -0.5 -0.4 -0.3
H -2.0020 -0.6827 1.2983 1.0 0.0 -3.0
H -2.1169 -0.0010 -0.4540 -0.6 0.7 -0.2
H -1.2419 -2.7231 -0.4021 -1.0 0.1 0.9
H 0.6158 -0.7892 -1.4083 1.1 3.6 -1.3
H -0.3295 -2.0976 -2.3139 0.9 0.5 -0.6
H 1.0237 -2.2813 -1.1473 0.0 -1.1 0.1
```
Forces are in eV/Å.

As for the energy: -2750.2216 hartree. Its spin multiplicity is 3. For the frontier orbital gap (alpha / beta), the calculation gives 7.850 / 6.546 eV. Its HOMO energy (alpha / beta) is -7.015 / -8.586 eV.


[3]
DFT (the ωB97M-V functional and the def2-TZVPD basis) results for a cluster of 2 separate species, C9H11BrN in total at a distorted geometry.

The geometry in XYZ format:
```
22
Properties=species:S:1:pos:R:3:forces:R:3
C -1.8824 2.3122 -0.5249 -2.0 0.2 -1.2
C -1.0338 2.7082 0.4835 0.4 1.5 0.5
C -1.7319 1.0619 -1.2048 -1.2 2.1 -0.1
C 0.1070 1.9634 0.7701 0.9 -1.6 -0.6
C -0.7246 0.2547 -0.8066 1.3 -0.4 1.3
C 0.1970 0.6825 0.1839 0.9 0.1 -0.8
C -0.3814 -1.1420 -1.2419 1.2 3.3 -1.6
C 1.4068 -0.2782 0.1621 0.8 0.6 3.4
C 1.6109 -1.3726 1.9442 -0.5 1.8 -3.4
N 1.0746 -1.2177 -0.9526 1.4 -3.0 0.4
Br 3.1099 0.7375 -0.3615 -1.3 -1.1 0.5
H -2.7396 3.0330 -0.8378 1.6 -1.5 0.6
H -1.1855 3.7109 0.9629 0.2 -1.1 -0.6
H -2.3917 0.8608 -2.0545 0.2 -0.2 0.4
H 1.0259 2.3432 1.2458 -0.9 0.0 0.3
H -0.9917 -1.7784 -0.7664 -1.5 -2.9 2.2
H -0.5104 -1.3054 -2.2747 -0.1 -0.2 -1.4
H 0.5423 -1.6947 1.7751 1.6 -0.5 0.8
H 1.7116 -0.6171 2.7384 -0.1 -0.3 -0.6
H 2.5394 -2.0187 1.8443 -1.7 0.6 -0.1
H 1.4114 -2.2858 -0.7608 -0.7 3.3 -0.6
H 1.5809 -0.8345 -1.7770 -0.2 -0.6 0.4
```
Forces are in eV/Å.

As for the energy: -2977.9657 hartree. As for the net charge: +1. For the frontier orbital gap, the calculation gives 9.251 eV. Its HOMO energy is -12.801 eV. As for the relative energy (zero: lowest compared OMol25 entry of this formula, charge and spin): 174.18 kJ/mol.


[4]
DFT (the ωB97M-V functional and the def2-TZVPD basis) results for a cluster of 2 separate species, C9H11Cl3N in total at a distorted geometry.

The geometry in XYZ format:
```
24
Properties=species:S:1:pos:R:3:forces:R:3
C -1.1921 -2.6897 1.6700 -1.1 -0.9 1.5
C -1.4721 -1.4625 2.2596 0.4 -1.2 -1.5
C -0.3545 -2.7157 0.5727 -0.9 -2.7 -1.1
C -1.0334 -0.3371 1.6355 0.4 2.0 1.6
C 0.1226 -1.5846 0.0328 1.2 2.1 0.1
C -0.1359 -0.3309 0.6099 0.7 -1.0 -0.6
C 2.1804 1.9211 -1.2361 -0.1 1.3 -0.5
C 0.4755 0.9035 0.1446 -3.5 1.2 -0.6
C -1.2093 1.5081 -1.1206 0.8 1.0 1.0
N 1.3929 0.7137 -0.9344 0.5 0.0 -1.4
Cl -1.0916 3.1232 -1.9432 0.4 -1.0 0.5
Cl -1.2930 0.2138 -2.2952 0.3 0.1 0.0
Cl -2.6279 1.5518 -0.1254 0.1 -0.1 0.0
H -1.7114 -3.5816 2.1381 1.1 0.9 -0.9
H -2.0181 -1.4197 3.1424 -1.1 0.2 1.3
H -0.1647 -3.6207 -0.0460 -0.2 0.4 1.1
H -1.2604 0.6282 2.0468 -0.2 0.2 0.5
H 0.7926 -1.6684 -0.7868 0.4 -0.2 -0.7
H 2.9175 1.7782 -2.0053 0.1 -0.6 -0.5
H 1.3839 2.5297 -1.6172 0.3 1.2 -0.2
H 2.7238 2.4252 -0.4168 -0.8 -0.8 0.2
H 0.7217 1.7613 0.8567 -0.5 -1.3 -1.2
H 0.8325 0.3849 -1.8068 0.7 0.6 1.2
H 2.0211 -0.0318 -0.7754 0.9 -1.4 0.7
```
Forces are in eV/Å.

As for the energy: -1784.5276 hartree. As for the net charge: +1. For the frontier orbital gap, the calculation gives 8.221 eV. Its HOMO energy is -12.630 eV. As for the relative energy (zero: lowest compared OMol25 entry of this formula, charge and spin): 0.00 kJ/mol.


[5]
DFT (the ωB97M-V functional and the def2-TZVPD basis) results for a structure of composition C9H11ClFFeO at a distorted geometry.

The geometry in XYZ format:
```
24
Properties=species:S:1:pos:R:3:forces:R:3
Fe -19.9811 -32.9859 -22.5560 0.1 2.8 0.3
Cl -19.9725 -30.6565 -22.2355 -0.1 -3.1 -0.4
F -21.0606 -25.7213 -20.7964 -2.0 -2.4 2.0
C -21.8813 -26.5079 -19.9885 2.0 3.1 -2.0
C -22.6651 -25.8693 -19.0892 -2.4 0.8 2.0
C -23.6221 -26.6018 -18.3470 1.3 1.4 -1.7
C -23.6766 -28.0190 -18.5258 -0.2 0.3 0.7
C -22.7456 -28.6512 -19.3303 0.2 0.1 -0.9
C -21.9110 -27.8788 -20.1099 0.8 -3.2 -0.2
H -22.6035 -24.7913 -19.0676 -0.1 0.1 0.3
H -24.3751 -26.0882 -17.7677 0.1 0.0 0.2
H -24.4281 -28.5789 -17.9889 -0.1 -0.1 0.0
H -22.7629 -29.7293 -19.3910 0.2 0.0 -0.1
H -21.1775 -28.3774 -20.7261 0.0 0.1 -0.3
C -17.5302 -27.3177 -19.2446 1.4 -0.8 0.0
C -16.8842 -27.2584 -20.6522 -1.8 3.1 0.5
O -16.4748 -26.1313 -20.9334 0.1 -2.5 -0.5
C -17.0400 -28.4115 -21.6921 0.6 2.2 1.1
H -18.5849 -27.5923 -19.2277 0.1 -0.2 -0.1
H -17.3536 -26.4125 -18.6636 -0.2 0.3 -0.6
H -16.9183 -28.0246 -18.6843 -0.4 -0.7 0.2
H -17.9474 -28.9907 -21.5209 0.5 -0.2 0.2
H -16.0753 -28.9137 -21.6195 -0.3 -0.6 -0.4
H -17.1227 -27.8255 -22.6074 0.2 -0.5 -0.3
```
Forces are in eV/Å.

As for the energy: -2247.7342 hartree. Its spin multiplicity is 6. As for the net charge: +2. For the frontier orbital gap (alpha / beta), the calculation gives 3.208 / 2.602 eV. Its HOMO energy (alpha / beta) is -13.714 / -13.672 eV. As for the relative energy (zero: lowest compared OMol25 entry of this formula, charge and spin): 75.45 kJ/mol.


[6]
DFT (the ωB97M-V functional and the def2-TZVPD basis) results for a structure of composition C9H11ClN2O3Pd at a distorted geometry.

The geometry in XYZ format:
```
27
Properties=species:S:1:pos:R:3:forces:R:3
Cl 2.9952 -1.8462 1.1467 0.0 0.1 -0.1
C -0.2027 -1.4067 -2.2751 -0.3 -0.7 0.1
C -1.5217 -1.1230 -1.7733 0.2 -0.1 -1.1
C -1.7289 -1.8748 -0.5964 -0.2 0.0 0.4
H -2.2613 -0.5096 -2.2872 0.2 -0.1 0.3
C -0.5368 -2.6017 -0.2896 0.4 -0.9 -0.7
C 0.4058 -2.3664 -1.3826 -0.8 0.0 -0.1
H 1.3371 -2.9094 -1.5281 -0.2 0.1 -0.1
H 0.2431 -1.0512 -3.2050 -0.2 0.0 0.3
H -2.6545 -1.9570 -0.0212 0.3 0.2 -0.2
C -0.3184 -3.5604 0.8187 -0.1 0.4 0.4
Pd 0.7294 -0.5326 -0.2723 -1.0 0.5 0.2
C 0.3240 1.3481 -0.8785 -1.3 3.3 -2.1
C 2.5009 -0.1953 0.5806 4.4 2.0 2.1
O 0.2277 2.2381 -1.6109 0.6 -2.4 1.6
O 3.1986 0.7511 0.7954 -2.1 -2.0 -0.8
H -0.9145 -3.2738 1.6940 0.1 -0.2 -0.2
H 0.7383 -3.5890 1.1031 -0.2 -0.1 -0.1
H -0.6223 -4.5752 0.5257 0.0 0.1 -0.1
N -1.3680 3.9436 1.2046 0.5 -0.7 -0.1
C -0.2778 3.1655 1.0760 0.0 1.4 0.2
N 0.9425 3.7443 1.1492 -0.5 -0.7 0.0
O -0.4427 1.9248 0.8605 0.4 -0.7 0.0
H -1.3188 4.9375 1.3702 -0.1 -0.1 0.1
H -2.2587 3.4672 1.1779 0.1 0.3 0.0
H 1.7557 3.1380 1.1886 -0.3 0.4 0.0
H 1.0285 4.7139 1.4291 0.2 -0.3 -0.1
```
Forces are in eV/Å.

As for the energy: -1272.0700 hartree. Its spin multiplicity is 5. As for the net charge: +2. For the frontier orbital gap (alpha / beta), the calculation gives 8.592 / 5.361 eV. Its HOMO energy (alpha / beta) is -15.794 / -16.981 eV.


[7]
DFT (the ωB97M-V functional and the def2-TZVPD basis) results for the molecule C9H11ClO3 at a distorted geometry.

The geometry in XYZ format:
```
24
Properties=species:S:1:pos:R:3:forces:R:3
C 2.3211 0.3003 -0.0573 3.7 4.2 -1.3
C 1.2586 -0.5355 0.2062 -5.3 -1.3 2.4
C 1.5912 1.5564 0.1491 -2.2 -3.4 -0.5
C -2.7101 -0.6041 0.1292 0.1 0.0 0.5
C -1.6608 -0.4668 -0.6841 -0.9 -1.3 0.4
C 0.2354 0.7040 0.3518 3.0 -1.9 0.6
C -1.5930 1.9987 -0.6790 2.3 2.0 -1.2
C 1.8945 -2.7587 0.3999 -2.3 -3.3 1.8
C -0.7637 0.7081 -0.7622 -0.1 1.0 -1.4
O 1.7156 2.7251 0.3028 1.4 2.7 0.2
O -0.3435 0.8097 1.6237 0.0 0.4 0.2
O 0.9098 -1.8089 0.1345 0.3 1.1 -0.3
Cl 3.9216 0.0811 -0.5294 -0.1 -0.2 0.1
H -3.1830 -1.6114 0.2289 0.1 1.2 -0.1
H -3.0229 0.2453 0.7872 0.2 -1.1 -0.5
H -1.4099 -1.3272 -1.2956 0.2 0.0 0.0
H -2.4127 2.0964 -0.0434 -0.8 -0.6 2.0
H -0.9797 2.9309 -0.5797 0.0 -0.9 0.6
H -2.0875 2.2953 -1.5555 -0.6 -0.5 -2.1
H 2.1816 -2.9136 1.5011 -0.7 0.7 -1.4
H 2.7601 -2.6948 -0.1574 1.8 0.6 -1.4
H 1.2997 -3.6499 0.0452 1.3 0.2 0.7
H -0.1343 0.5771 -1.7398 -1.2 0.8 1.5
H 0.2118 1.3424 2.2241 -0.2 -0.3 -0.6
```
Forces are in eV/Å.

As for the energy: -1035.1879 hartree. Its spin multiplicity is 3. For the frontier orbital gap (alpha / beta), the calculation gives 6.282 / 6.094 eV. Its HOMO energy (alpha / beta) is -5.762 / -9.130 eV.


[8]
DFT (the ωB97M-V functional and the def2-TZVPD basis) results for a structure of composition C9H11CoN5O4S at a distorted geometry.

The geometry in XYZ format:
```
31
Properties=species:S:1:pos:R:3:forces:R:3
Co 0.0585 -0.0726 0.0107 0.7 -0.8 0.2
O -0.4403 -0.6508 1.6995 0.1 0.0 -0.3
N -0.0148 -1.8454 1.9787 0.1 -0.1 -0.3
N 0.4653 -2.4558 0.9941 -0.1 0.1 0.5
O 0.4927 -1.8974 -0.2174 -0.3 1.0 -0.1
C 0.9881 -3.7939 1.1269 0.0 -0.1 0.0
C 1.7065 -4.3179 0.0672 0.0 0.0 0.0
C 2.2172 -5.6019 0.1909 0.0 0.0 0.0
C 2.0073 -6.3301 1.3514 0.0 0.0 0.0
C 1.2827 -5.7792 2.4011 0.0 0.0 0.0
C 0.7625 -4.5010 2.2994 0.0 0.0 0.0
H 1.8679 -3.7325 -0.8249 0.0 0.0 0.0
H 2.7848 -6.0285 -0.6245 0.0 0.0 0.0
H 2.4096 -7.3299 1.4415 0.0 0.0 0.0
H 1.1195 -6.3474 3.3064 0.0 0.0 0.0
H 0.1990 -4.0617 3.1091 0.0 0.0 0.0
C -1.5174 0.5644 -4.7676 0.0 0.0 0.0
O -0.4193 0.6705 -3.8392 0.0 0.0 0.2
C -0.5740 0.3686 -2.5819 -0.1 0.0 -0.2
O 0.3804 0.4993 -1.8063 0.1 0.0 0.2
N -1.7771 -0.0704 -2.1328 0.0 0.0 0.0
N -1.8409 -0.3924 -0.7661 0.2 0.0 0.0
H -1.1174 0.8974 -5.7177 0.0 0.0 0.0
H -2.3336 1.2205 -4.4660 0.0 0.0 0.0
H -1.8410 -0.4729 -4.8548 0.0 0.0 0.0
H -2.5651 -0.2585 -2.7300 0.0 0.0 0.0
H -2.0237 -1.3856 -0.6434 0.0 0.0 0.0
H -2.5728 0.1453 -0.3085 0.0 0.0 0.0
S 4.2738 0.5607 1.3538 -0.5 0.1 -0.1
C 2.7458 0.6097 0.9497 1.3 -0.4 0.2
N 1.6060 0.6661 0.6328 -1.6 0.1 -0.4
```
Forces are in eV/Å.

As for the energy: -2704.8856 hartree. As for the net charge: +1. For the frontier orbital gap (alpha / beta), the calculation gives 6.352 / 5.965 eV. Its HOMO energy (alpha / beta) is -11.613 / -11.582 eV. As for the relative energy (zero: lowest compared OMol25 entry of this formula, charge and spin): 50.56 kJ/mol.


Question: The highest energy belongs to which entry?
Answer: C9H10OS


Question: Which of these has the highest energy?
Answer: C9H10OS


Please write out number 2 again, unchanged.
DFT (the ωB97M-V functional and the def2-TZVPD basis) results for the molecule C9H10Se at a distorted geometry.

The geometry in XYZ format:
```
20
Properties=species:S:1:pos:R:3:forces:R:3
C 0.8225 2.5211 0.5065 1.9 4.9 0.3
C 1.7284 2.1969 1.5512 -0.7 -0.3 -1.2
C -0.1735 1.7310 0.1038 -0.9 -2.5 -1.0
C 1.5954 0.8893 1.9926 2.5 1.2 2.3
C -0.2493 0.4503 0.6258 -3.1 -1.4 -0.3
C 0.5985 0.0344 1.6246 -0.4 -2.1 0.0
C -1.4542 -0.5074 0.2179 1.0 0.4 3.2
C -0.9002 -1.7005 -0.4520 -0.9 -1.4 1.1
C 0.1594 -1.6870 -1.4207 -0.4 -2.0 -0.2
Se 0.3836 -1.7614 2.4387 0.6 1.5 -0.4
H 0.8305 3.5651 0.0093 0.4 -1.7 1.0
H 2.5252 2.8611 1.9725 -1.0 -0.6 -0.7
H -0.8514 1.9209 -0.7222 0.1 0.6 0.2
H 2.3377 0.6246 2.7597 -0.5 -0.4 -0.3
H -2.0020 -0.6827 1.2983 1.0 0.0 -3.0
H -2.1169 -0.0010 -0.4540 -0.6 0.7 -0.2
H -1.2419 -2.7231 -0.4021 -1.0 0.1 0.9
H 0.6158 -0.7892 -1.4083 1.1 3.6 -1.3
H -0.3295 -2.0976 -2.3139 0.9 0.5 -0.6
H 1.0237 -2.2813 -1.1473 0.0 -1.1 0.1
```
Forces are in eV/Å.

As for the energy: -2750.2216 hartree. Its spin multiplicity is 3. For the frontier orbital gap (alpha / beta), the calculation gives 7.850 / 6.546 eV. Its HOMO energy (alpha / beta) is -7.015 / -8.586 eV.